Record 1
Here is a structure of composition C36H84BBeBrClF5N9O16P2 in a non-equilibrium geometry from the OMol25 dataset. Energies are from ωB97M-V with the def2-TZVPD basis set.

```
! wB97M-V def2-TZVPD RIJCOSX def2/J DEFGRID3
* xyz -1 1
C -5.36562 -1.74434 -0.77557
C -5.58934 -2.85641 0.40795
C -4.69291 -4.22100 0.26107
C -3.11698 -3.98258 -0.12248
C -2.98329 -4.35654 -1.74603
C -1.85343 -3.43364 -2.51012
C -0.33694 -4.12157 -2.46377
C 0.59970 -3.66246 -3.76077
C 0.78667 -2.00971 -3.64115
C 2.35449 -1.52951 -3.74329
C 2.36424 0.06698 -4.21946
C 2.31879 1.11910 -2.94234
N 0.96649 1.77215 -2.72829
C 0.23089 1.91928 -1.39819
B 0.62916 1.45173 0.12699
O -0.12548 2.04326 1.28829
N 1.68918 0.41585 0.50200
C 0.95380 -0.89821 0.68736
C 2.37076 0.86999 1.79191
C -1.24602 2.66410 -1.62053
N -2.31764 3.03310 -0.61946
N -1.16508 2.84252 -3.12137
P -2.65786 3.60566 -3.82698
P -4.00909 1.85765 -4.08302
O -5.52485 2.26976 -4.26098
O -3.85236 0.95936 -2.55828
O -3.37536 0.81541 -5.32647
C 0.08983 2.35930 -3.81366
N 0.27222 2.51120 -5.30797
H -5.54733 -0.67965 -0.26715
H -4.28625 -1.70237 -1.22525
H -6.14692 -1.80629 -1.65391
H -6.73118 -3.19608 0.33140
H -5.49611 -2.36058 1.48595
H -4.69668 -4.73690 1.33750
H -5.21844 -5.01329 -0.45272
H -2.39183 -4.61864 0.54313
H -2.81879 -2.83603 -0.03429
H -4.04838 -4.17786 -2.21030
H -2.76126 -5.51971 -1.89704
H -1.84563 -2.35849 -2.02089
H -2.21681 -3.27957 -3.62835
H -0.43512 -5.28997 -2.47237
H 0.21752 -3.70167 -1.50167
H 1.64216 -4.20421 -3.77745
H 0.00572 -3.88578 -4.75734
H 0.18924 -1.55216 -4.56542
H 0.26721 -1.59757 -2.66626
H 2.85172 -2.15729 -4.62344
H 2.98791 -1.73149 -2.77989
H 1.47417 0.18514 -4.96988
H 3.35839 0.34043 -4.81794
H 2.58031 0.46634 -1.98569
H 3.13864 1.96090 -3.00945
H -0.96687 1.48773 1.34053
H 1.75862 -1.72589 0.94235
H 0.46809 -1.16057 -0.36837
H 0.07096 -0.84404 1.45677
H 3.49225 0.49154 1.75839
H 1.80724 0.53564 2.76282
H 2.44545 2.06100 1.76434
H -3.27202 3.09309 -1.04722
H -2.08066 3.93824 -0.11352
H -3.23604 4.54337 -2.86908
H -2.95400 0.50099 -2.52691
H -3.34775 -0.15507 -5.03334
H 1.18935 2.96235 -5.55681
H -0.44910 3.18532 -5.70364
C -1.31172 -1.08653 -8.01646
N -0.12285 -1.85675 -7.56141
O -0.32813 -2.84432 -6.84610
O 0.98277 -1.44816 -7.93505
H -2.21203 -1.55654 -7.61489
H -1.20795 -0.06706 -7.63937
H -1.31982 -1.10754 -9.10812
O 0.34653 2.73817 5.73936
Cl 0.22450 1.30957 5.52323
O -0.03683 0.64984 6.78781
O 1.45820 0.79899 4.95778
O -0.87002 1.05079 4.60798
C 7.01186 1.73787 4.77524
N 6.53482 1.99883 3.34629
C 5.05812 2.38857 3.40343
C 6.67422 0.72598 2.52836
C 7.31263 3.17804 2.70332
C 8.82139 2.94333 2.52332
O 9.46569 2.72789 3.77163
H 6.27651 1.09432 5.26868
H 7.97023 1.21326 4.74882
H 7.08612 2.69473 5.30073
H 4.49571 1.56287 3.84963
H 4.70935 2.57524 2.38334
H 4.96172 3.29072 4.01486
H 7.71764 0.40416 2.54325
H 6.34927 0.93652 1.50479
H 6.04315 -0.04516 2.97948
H 7.14116 4.04434 3.35296
H 6.84680 3.36818 1.72929
H 9.26761 3.83392 2.06637
H 9.02317 2.09209 1.86619
H 10.42121 2.62402 3.59662
C 2.62717 6.47103 10.93359
O 1.52149 7.33034 10.69383
C 1.65999 8.09528 9.49026
C 0.61576 7.65153 8.45241
N 0.92026 6.31464 7.93137
C -0.15830 5.74311 7.12054
C -1.48899 5.43300 7.83595
O -1.39441 4.38328 8.80151
C -0.98818 4.80836 10.09377
H 2.49934 6.01867 11.92239
H 2.66132 5.66794 10.19363
H 3.56734 7.02995 10.92662
H 2.67804 8.04655 9.08196
H 1.46281 9.13764 9.75722
H 0.60405 8.36800 7.62480
H -0.36504 7.66830 8.93905
H 1.09990 5.68676 8.71522
H 0.22678 4.80412 6.70651
H -0.35423 6.40527 6.26707
H -2.18772 5.07008 7.07310
H -1.95600 6.32464 8.26744
H -1.32631 5.82198 10.32891
H 0.09712 4.73585 10.18897
H -1.42183 4.12356 10.82909
Br 8.19826 3.74058 5.52646
Be 7.31956 -1.51374 3.52963
F -1.02507 4.64186 -6.65570
C -6.73216 -5.90362 -5.98644
C -7.67101 -4.73821 -6.23528
O -7.46811 -3.64982 -5.34046
C -6.40609 -2.69507 -5.61784
O -6.51208 -2.22288 -6.85645
C -4.96267 -3.23043 -5.26574
F -4.98505 -3.97107 -4.11844
F -4.09408 -2.20821 -5.01887
F -4.38837 -4.00901 -6.21466
H -6.57215 -6.06490 -4.91580
H -7.13833 -6.81916 -6.42804
H -5.75983 -5.73349 -6.44964
H -8.68780 -5.09139 -6.03248
H -7.66375 -4.43288 -7.28703
H -6.56905 -1.97490 -4.80306
C -0.54835 -7.19459 -4.06014
O -0.28441 -7.19776 -2.86461
N 0.10011 -7.93666 -5.02430
C -0.27430 -7.87597 -6.42164
C 1.19023 -8.80460 -4.62974
H -1.35970 -6.57036 -4.46926
H -0.57066 -8.87571 -6.75191
H 0.58699 -7.53640 -7.00405
H -1.10736 -7.18508 -6.57661
H 0.81919 -9.53499 -3.90455
H 1.97097 -8.20243 -4.15532
H 1.60320 -9.32500 -5.49807
F -2.81132 3.78451 10.54048
*
```

For the total energy, the calculation gives -7373.2827 hartree. The molecular weight is 1191.2 g/mol. Its HOMO energy is -5.328 eV.



Record 2
Here is a cluster of 12 separate species, C36H84F4O44P8 in total in a non-equilibrium geometry from the OMol25 dataset. Energies are from ωB97M-V with the def2-TZVPD basis set.

```
! wB97M-V def2-TZVPD RIJCOSX def2/J DEFGRID3
* xyz 0 1
O -12.30908 6.44569 5.54789
C -11.84139 6.74851 4.43840
O -12.43766 6.54105 3.26983
C -11.84427 7.27724 2.29897
C -10.43604 7.45323 2.80823
F -9.87429 8.63626 2.51602
O -10.65161 7.31052 4.16784
H -11.80207 6.72709 1.35894
H -12.37155 8.15012 1.91406
H -9.80791 6.66873 2.38621
O -20.86379 10.69528 6.62993
C -20.07138 10.45187 7.54988
O -20.47388 10.05560 8.78679
C -19.31776 9.75072 9.49674
C -18.18416 9.75874 8.47457
F -17.98957 8.50417 8.05509
O -18.69143 10.49451 7.47346
H -19.23174 10.56280 10.21870
H -19.49216 8.76082 9.91837
H -17.26802 10.17869 8.88981
O -15.71221 10.46439 6.61286
C -14.59975 10.15134 7.06091
O -14.38268 9.25731 8.07133
C -12.99833 8.88134 8.08261
C -12.38766 10.15387 7.55470
F -11.31446 9.83659 6.78550
O -13.44282 10.54337 6.63342
H -12.70313 8.59675 9.09255
H -12.84195 8.05973 7.38362
H -12.13110 10.98317 8.21390
O -7.31650 13.31993 2.77143
C -7.82884 12.47461 3.44329
O -8.93352 11.74951 3.06507
C -9.17236 10.67149 4.04105
C -8.54162 11.29796 5.22721
F -8.07365 10.35211 6.02805
O -7.46813 12.11632 4.63640
H -10.16475 10.31516 4.31725
H -8.48416 9.86903 3.77544
H -9.36299 11.70145 5.81937
C -10.29151 6.80713 11.52629
O -9.70170 6.90423 10.24147
P -9.21628 8.29181 9.66606
O -10.31244 9.26142 9.43638
O -8.05258 8.75101 10.71480
C -7.13751 7.88036 11.35265
O -8.33630 7.94019 8.31862
C -8.87984 7.15794 7.27687
H -9.80444 6.02926 12.11434
H -11.32793 6.47605 11.46048
H -10.08319 7.70858 12.10257
H -6.18871 8.41592 11.38523
H -6.98716 6.89218 10.91792
H -7.51920 7.86673 12.37355
H -8.11417 6.44599 6.96871
H -9.05227 7.75955 6.38443
H -9.75522 6.56995 7.55269
C -17.97304 14.19580 3.57919
O -18.28174 15.23773 4.47831
P -17.18408 15.79796 5.58245
O -17.73180 16.80478 6.51163
O -16.55873 14.43699 6.31995
C -17.42962 13.32867 6.61782
O -15.95015 16.26018 4.63204
C -16.04514 17.24701 3.60710
H -17.06121 13.63104 3.77341
H -18.03556 14.54330 2.54796
H -18.89311 13.61147 3.56759
H -17.08585 12.43130 6.10340
H -18.47414 13.54304 6.39171
H -17.36705 13.22547 7.70112
H -17.06410 17.62207 3.51144
H -15.84809 16.83345 2.61804
H -15.31994 18.04823 3.74937
C -10.78978 16.95482 8.94132
O -10.41874 15.57961 9.00215
P -9.18423 15.02177 9.90601
O -9.29181 15.43628 11.31838
O -9.19673 13.46293 9.71376
C -9.39306 12.94000 8.44899
O -7.83908 15.45848 9.12337
C -7.29664 16.73317 9.02844
H -11.87794 16.99933 8.98633
H -10.38040 17.27765 7.98409
H -10.47884 17.54020 9.80663
H -8.82168 13.34104 7.61185
H -10.44670 12.94216 8.16980
H -8.96877 11.93618 8.46906
H -7.04897 16.83785 7.97212
H -6.31581 16.77631 9.50197
H -7.93955 17.52634 9.41008
C -13.27386 3.14128 5.95971
O -14.37529 3.83324 6.55467
P -14.79685 3.53767 8.09265
O -15.91268 4.39254 8.57136
O -14.97207 1.96412 8.12668
C -16.13632 1.24443 8.38718
O -13.38359 3.81499 8.93383
C -12.95849 5.11545 9.14933
H -13.76847 2.19971 5.72118
H -12.44472 3.06330 6.66295
H -12.89941 3.59556 5.04237
H -15.83786 0.49278 9.11797
H -16.31069 0.59171 7.53182
H -17.03018 1.78683 8.69529
H -13.58620 5.80440 8.58417
H -11.91695 5.14427 8.82923
H -13.11296 5.41398 10.18621
C -16.05023 7.33777 5.64560
O -17.29353 7.09307 5.16319
P -17.93025 7.90305 3.88621
O -19.36722 7.49940 3.79760
O -17.61370 9.46871 4.27254
C -18.54311 10.50499 3.91311
O -16.86941 7.57049 2.71563
C -15.91043 8.51010 2.12108
H -15.58162 8.14494 5.08260
H -15.39077 6.47373 5.56400
H -16.04336 7.68805 6.67776
H -19.55419 10.09806 3.92799
H -18.46641 10.87948 2.89234
H -18.58519 11.28960 4.66857
H -14.97854 8.56376 2.68393
H -16.39104 9.48818 2.14261
H -15.72288 8.30711 1.06670
C -15.41433 10.25528 13.31949
O -15.41471 8.90465 13.72497
P -14.93578 7.69854 12.73582
O -13.45180 7.67680 12.34359
O -15.37668 6.36159 13.51032
C -14.48392 5.62691 14.27500
O -16.01747 7.81719 11.52681
C -15.87933 7.05189 10.34858
H -15.65463 10.33341 12.25918
H -14.53647 10.80371 13.66110
H -16.21704 10.67119 13.92839
H -13.45917 5.98887 14.35850
H -14.29636 4.69024 13.75006
H -14.85727 5.56822 15.29739
H -14.88499 6.62653 10.21266
H -16.19950 7.67521 9.51368
H -16.50218 6.15954 10.41068
C -14.01424 13.06731 4.41037
O -14.12402 13.69948 3.13773
P -14.54573 12.84270 1.79329
O -15.99255 12.43925 1.75197
O -14.00763 13.81470 0.62390
C -14.76002 15.01450 0.34962
O -13.53664 11.54882 1.96402
C -12.16146 11.62242 2.23842
H -14.46240 12.08185 4.28338
H -14.61484 13.55090 5.18077
H -12.99206 13.02226 4.78616
H -14.20251 15.76442 0.91078
H -15.80056 14.99625 0.67373
H -14.70315 15.42471 -0.65864
H -11.67245 12.21440 1.46477
H -11.71720 10.64817 2.03458
H -11.69709 11.95540 3.16664
C -12.24356 10.75246 11.49881
O -12.46001 12.09905 11.73268
P -13.55868 12.81975 10.77852
O -14.76512 11.99397 10.46068
O -13.81246 14.28598 11.48751
C -12.88990 15.31181 11.37350
O -12.72744 13.19461 9.38466
C -13.42452 13.59304 8.21621
H -12.89156 10.26453 10.77071
H -12.25001 10.16077 12.41422
H -11.24852 10.67549 11.06056
H -13.16616 16.03902 10.61000
H -11.86801 14.99927 11.15866
H -12.95777 15.87429 12.30469
H -13.40706 14.68127 8.15668
H -14.47844 13.34413 8.34027
H -13.05138 13.09155 7.32325
*
```

As for the SMILES: O=C1OC[C@@H](F)O1.O=C1OC[C@@H](F)O1.O=C1OC[C@@H](F)O1.O=C1OC[C@@H](F)O1.COP(=O)(OC)OC.COP(=O)(OC)OC.COP(=O)(OC)OC.COP(=O)(OC)OC.COP(=O)(OC)OC.COP(=O)(OC)OC.COP(=O)(OC)OC.COP(=O)(OC)OC. For the total energy, the calculation gives -7863.5885 hartree. The molecular weight is 1544.8 g/mol. Its HOMO energy is -9.887 eV.



Record 3
Here is a cluster of 12 separate species, C36H84N12O12 in total in a non-equilibrium geometry from the OMol25 dataset. Energies are from ωB97M-V with the def2-TZVPD basis set.

```
! wB97M-V def2-TZVPD RIJCOSX def2/J DEFGRID3
* xyz 0 1
C -1.85524 -4.10890 5.10579
N -1.89259 -2.83617 4.38872
C -1.27882 -2.84824 3.13507
C -1.10477 -1.52883 2.48148
O -0.87743 -3.91595 2.66134
H -2.57646 -4.80823 4.74153
H -2.06609 -3.88162 6.16541
H -0.86137 -4.51261 5.09022
H -2.13499 -1.99895 4.92767
H -0.04267 -1.33031 2.43016
H -1.48353 -0.59820 3.00338
H -1.35197 -1.62952 1.43518
C -1.13112 0.43585 -1.78641
N 0.28812 0.15054 -1.66728
C 1.14650 1.11445 -1.19376
C 2.58670 0.58910 -1.14777
O 0.70612 2.19901 -0.90771
H -1.67078 -0.31549 -2.41862
H -1.23745 1.41622 -2.21872
H -1.56054 0.36824 -0.80010
H 0.58274 -0.78192 -1.93081
H 3.14178 1.29001 -1.72435
H 2.66163 -0.39845 -1.50715
H 2.88649 0.65995 -0.13533
C 0.94634 -4.74498 0.43648
N 0.02887 -4.64765 -0.69101
C 0.06683 -3.57310 -1.52764
C -0.91454 -3.48587 -2.64267
O 0.90949 -2.71569 -1.43420
H 0.85733 -5.69209 0.95667
H 0.73662 -4.03581 1.18158
H 1.97006 -4.71518 0.08822
H -0.71680 -5.30611 -0.75906
H -0.87494 -4.32913 -3.33672
H -0.64505 -2.56654 -3.23184
H -1.95249 -3.46453 -2.24863
C 5.47838 1.95674 -0.66717
N 6.07349 0.69212 -0.29033
C 5.63286 -0.01261 0.75118
C 6.43873 -1.21037 1.16795
O 4.61795 0.25337 1.37278
H 4.45779 2.10633 -0.21953
H 5.33927 1.93997 -1.69578
H 6.12217 2.80853 -0.26882
H 6.91225 0.36799 -0.71821
H 6.77026 -0.99355 2.19571
H 7.29239 -1.51153 0.52675
H 5.78266 -2.02480 1.22010
C -4.38353 1.74111 3.84902
N -3.17523 2.41076 3.91124
C -1.97877 1.86141 4.22283
C -0.76970 2.73931 4.00417
O -1.87028 0.69294 4.63074
H -4.20733 0.70845 3.96426
H -4.88775 2.08138 2.91802
H -5.07855 2.01149 4.64849
H -3.07717 3.44418 3.68198
H 0.11337 2.37922 4.52246
H -1.02835 3.64995 4.56266
H -0.53328 2.89211 2.91526
C -2.27928 3.62256 0.63606
N -2.45507 5.06276 0.53514
C -2.88120 5.77299 1.62460
C -2.81072 7.27992 1.46443
O -3.33967 5.20436 2.61710
H -2.06268 3.31277 1.62128
H -1.47724 3.18846 0.04800
H -3.19132 3.05024 0.38581
H -1.77771 5.50667 -0.01106
H -2.91390 7.82573 2.44503
H -3.50387 7.67746 0.76385
H -1.79732 7.51737 1.00568
C 3.88398 -3.60229 -1.55521
N 3.65246 -3.68244 -3.03877
C 3.36784 -2.61795 -3.73885
C 3.11039 -2.68766 -5.19832
O 3.41503 -1.48341 -3.21587
H 3.13365 -2.87910 -1.18360
H 4.96616 -3.32098 -1.35428
H 3.60793 -4.52851 -1.08271
H 3.58475 -4.61282 -3.44635
H 2.18392 -2.09644 -5.43040
H 3.01085 -3.75664 -5.53557
H 3.96182 -2.16055 -5.71204
C -3.69324 -1.05738 -4.77616
N -3.99540 -0.27522 -3.60727
C -3.90799 1.09222 -3.65817
C -4.20430 1.76480 -2.38319
O -3.71285 1.69873 -4.69642
H -4.47650 -1.58448 -5.22158
H -2.96961 -1.84647 -4.50665
H -3.29702 -0.40900 -5.52474
H -4.34665 -0.67152 -2.73722
H -4.38128 2.84769 -2.51797
H -3.39989 1.62128 -1.65992
H -5.16434 1.38683 -1.96007
C 2.46157 2.97588 2.16421
N 1.44420 3.70012 1.51598
C 0.92766 4.80195 2.08483
C 1.35744 5.20301 3.43238
O 0.13683 5.52319 1.48922
H 3.39754 3.48684 1.97010
H 2.53504 1.93815 1.82668
H 2.19919 2.82977 3.20028
H 1.02848 3.36343 0.68065
H 0.78544 6.06132 3.60918
H 2.38946 5.42413 3.51021
H 1.05436 4.47635 4.09847
C -3.72609 -2.78338 -0.10347
N -4.27643 -1.63622 0.64184
C -5.10202 -0.76042 -0.03307
C -5.80738 0.29222 0.73086
O -5.32066 -0.83542 -1.25921
H -3.15497 -2.40978 -0.94684
H -4.60835 -3.30098 -0.52832
H -3.14644 -3.50755 0.53825
H -4.21582 -1.67637 1.64343
H -5.85382 0.04606 1.82641
H -6.76619 0.49055 0.22549
H -5.13608 1.16905 0.59856
C 1.99036 1.39174 -5.49585
N 1.51037 0.18645 -4.90825
C 0.43251 -0.46952 -5.39456
C -0.54452 0.26452 -6.35963
O 0.16408 -1.66768 -5.06610
H 1.20925 1.88677 -5.97315
H 2.82604 1.25052 -6.20224
H 2.29479 2.10855 -4.75419
H 2.06391 -0.49712 -4.33252
H 0.03098 0.73655 -7.22863
H -1.00830 1.13001 -5.84912
H -1.35516 -0.41102 -6.63621
C 2.56947 -0.82720 3.70982
N 2.93300 -1.60453 2.56651
C 3.04322 -2.97703 2.52031
C 2.40240 -3.75983 3.67999
O 3.56124 -3.54027 1.56695
H 1.58617 -0.94617 4.09331
H 2.82124 0.20994 3.31858
H 3.30515 -0.87348 4.54513
H 3.60539 -1.13408 2.02035
H 2.73400 -4.83490 3.61272
H 1.32663 -3.75485 3.52499
H 2.72749 -3.33707 4.60621
*
```

As for the SMILES: CNC(C)=O.CNC(C)=O.CNC(C)=O.CNC(C)=O.CNC(C)=O.CNC(C)=O.CNC(C)=O.CNC(C)=O.CNC(C)=O.CNC(C)=O.CNC(C)=O.CNC(C)=O. For the total energy, the calculation gives -2982.2187 hartree. The molecular weight is 877.1 g/mol. Its HOMO energy is -8.681 eV.